Density functional theory data (ωB97M-V with the def2-TZVPD basis set) for a molecular structure, C37H36CdN2O7P.

Orbital gap: 0.28553 Eh
HOMO: -5.22 eV
ΔE to the lowest compared entry with this formula, charge and spin: 14.0 kcal/mol
Net charge: -1
Multiplicity: 1
Total energy: -70120.9538 eV

Last column: Mulliken charge in e.
Element x y z (Å)
Cd: -0.38885 -0.83822 0.95485  3.02
C: 2.67301 0.68635 3.47462  -1.15
C: 2.44906 -0.41728 4.51977  0.50
C: 3.65208 -1.35745 4.54610  -1.68
C: 1.13829 -1.12799 4.24414  0.62
C: -0.06726 -0.46431 4.47060  -0.61
C: -1.28413 -1.03130 4.12925  -0.34
C: -1.34020 -2.29576 3.53948  0.64
C: -2.66297 -2.94182 3.21092  -1.66
C: -0.13576 -2.95887 3.31715  -0.61
C: 1.08253 -2.39266 3.67824  -0.11
H: 3.61154 1.21543 3.67233  0.58
H: 1.85482 1.41115 3.46531  0.08
H: 2.71624 0.23831 2.47678  -0.02
H: 2.35630 0.05402 5.50233  0.52
H: 3.83973 -1.78031 3.55264  0.22
H: 3.50658 -2.18229 5.25120  0.39
H: 4.54496 -0.80360 4.85249  0.45
H: -0.04925 0.53838 4.88841  0.35
H: -2.20085 -0.47663 4.28927  0.20
H: -2.55417 -3.68143 2.41725  0.29
H: -3.38628 -2.19768 2.87183  0.31
H: -3.07325 -3.43977 4.09443  0.42
H: -0.14861 -3.94128 2.85646  0.24
H: 1.99738 -2.92351 3.44463  0.24
O: 3.80559 -2.67559 1.29594  -0.77
C: 2.84093 -2.22868 0.67432  -0.09
O: 1.87540 -1.53677 1.16281  0.03
C: 2.74002 -2.43585 -0.85670  -1.28
P: 1.22635 -1.53812 -1.38212  0.83
C: 1.86195 0.18494 -1.60221  0.64
C: 1.22508 1.04541 -2.50453  -0.59
C: 1.61028 2.37426 -2.62499  -0.61
C: 2.64691 2.87566 -1.84274  -0.62
C: 3.28401 2.03606 -0.94126  -0.46
C: 2.88900 0.70610 -0.81553  -0.46
C: 1.04674 -2.03952 -3.15902  -0.19
C: 1.94190 -1.70635 -4.17908  -0.19
C: 1.76462 -2.18996 -5.46821  -0.67
C: 0.68329 -3.01563 -5.76435  -0.45
C: -0.21831 -3.35156 -4.76466  -0.62
C: -0.03569 -2.86389 -3.47195  -0.29
H: 2.63246 -3.49781 -1.07381  0.58
H: 3.64605 -2.08242 -1.34893  0.39
H: 0.40916 0.67261 -3.11308  0.35
H: 1.08916 3.02424 -3.32079  0.40
H: 2.94692 3.91542 -1.93021  0.37
H: 4.08745 2.41480 -0.32034  0.40
H: 3.37607 0.08490 -0.07567  0.02
H: 2.78031 -1.05199 -3.96058  0.41
H: 2.46883 -1.92178 -6.24734  0.39
H: 0.54599 -3.39117 -6.77175  0.36
H: -1.06744 -3.98646 -4.98958  0.40
H: -0.74657 -3.11686 -2.68851  0.35
O: -2.04559 -2.17721 0.22497  -0.44
N: -2.71688 -1.75917 -0.77161  -0.91
N: -2.30888 -0.68030 -1.32238  1.30
O: -1.28163 0.04771 -0.95626  -1.08
C: -3.06475 -0.21925 -2.45826  0.04
C: -3.78253 -1.10643 -3.24589  -0.24
C: -4.47264 -0.62283 -4.34647  -0.65
C: -4.43762 0.72992 -4.66126  -0.41
C: -3.70726 1.60264 -3.86281  -0.59
C: -3.01350 1.13197 -2.75754  -0.43
H: -3.79067 -2.15918 -2.99279  0.47
H: -5.03201 -1.31125 -4.96751  0.36
H: -4.96676 1.10028 -5.53120  0.37
H: -3.67270 2.65896 -4.10216  0.38
H: -2.42819 1.78507 -2.12229  0.46
O: -3.30227 3.18355 2.58688  -0.44
C: -2.28483 3.82963 1.95220  1.32
C: -2.35737 5.20476 1.73376  -0.86
C: -1.31407 5.88091 1.12106  -0.52
C: -0.17758 5.18995 0.72509  -0.85
C: -0.11040 3.82110 0.94503  -0.32
C: -1.15191 3.11710 1.54598  -0.09
C: -1.01619 1.61911 1.64182  0.39
O: -2.02020 0.88946 1.72299  -0.92
O: 0.18525 1.16538 1.56831  -0.49
H: -3.97560 3.83397 2.80595  0.26
H: -3.24669 5.74286 2.04845  0.25
H: -1.39457 6.94993 0.95643  0.36
H: 0.64370 5.70784 0.24611  0.41
H: 0.75692 3.24807 0.63774  0.33